[1]
{"formula": "C2H4O3", "method": "wB97M-V/def2-TZVPD", "smiles": "C=C(O)OO", "e_above_lowest_kcal_mol": 100.0, "e_homo_ev": -9.185, "elements": ["C", "C", "O", "O", "O", "H", "H", "H", "H"], "coordinates": [[-0.20941, -0.32089, 0.00532], [-0.93675, 0.71977, -0.38425], [0.94718, -0.51890, 0.67398], [-0.67665, -1.66306, -0.36136], [1.43232, 0.92733, 0.80404], [-0.32634, -2.27147, 0.31093], [2.18510, 0.83464, 0.19542], [-1.83109, 0.55644, -0.97432], [-0.58437, 1.73614, -0.26976]]}


[2]
{"formula": "C3H9NO2S", "method": "wB97M-V/def2-TZVPD", "total_charge": 1, "e_above_lowest_kcal_mol": 13.7, "multiplicity": 2, "s_squared": 0.755, "e_homo_ev": [-14.513, -14.086], "elements": ["C", "C", "S", "C", "N", "O", "H", "H", "H", "H", "H", "H", "H", "H", "H", "O"], "coordinates": [[0.29358, -0.55484, -0.08489], [1.18492, -0.25611, 1.12215], [2.87259, -0.37733, 0.58903], [-1.21709, -0.32707, 0.34090], [-2.03016, -1.23107, -0.21693], [-1.43224, 0.62055, 1.03006], [0.36610, -1.58108, -0.45044], [0.54132, 0.05684, -0.95404], [1.02580, -0.90288, 1.97753], [0.99330, 0.77648, 1.41172], [3.08346, -1.71105, 0.67670], [-1.59970, -2.10230, -0.47282], [-3.03373, -1.14171, -0.12542], [0.24039, 3.20902, -1.20523], [-1.11012, 2.78457, -1.69313], [-0.17842, 2.73797, -1.94519]]}


Max |F| per entry: 0.0871 0.0336 Eh/bohr